No. 1
Density functional theory data (wB97M-V/def2-TZVPD) for C19H37N3O4Se2Si2Y as an isolated structure.

Results
E, a.u.: -6631.92870
2S+1: 1
HOMO, eV: -3.873
Charge: -1

```
68
Properties=species:S:1:pos:R:3:nbo_charge:R:1
Y -0.46 0.17 -0.44 1.723
C -2.56 -3.19 0.49 -1.135
Si -0.99 -2.77 1.45 1.816
C -1.18 -3.77 3.05 -1.126
C 0.45 -3.61 0.56 -1.114
N -0.74 -1.06 1.54 -1.323
C -0.77 -0.24 2.66 0.234
C -1.13 -0.67 3.94 -0.320
C -1.15 0.16 5.06 -0.234
C -0.83 1.50 4.92 -0.275
C -0.47 1.96 3.66 -0.279
C -0.41 1.15 2.52 0.104
N -0.01 1.64 1.27 -1.340
Si 0.87 3.13 1.18 1.837
C 1.66 3.42 -0.51 -1.132
C 2.35 3.10 2.38 -1.146
C -0.18 4.69 1.46 -1.126
H -2.80 -4.25 0.64 0.217
H -2.48 -3.01 -0.58 0.260
H -3.40 -2.60 0.86 0.237
H -1.23 -4.82 2.74 0.224
H -2.11 -3.56 3.59 0.227
H -0.35 -3.68 3.75 0.224
H 0.24 -4.68 0.47 0.224
H 1.39 -3.50 1.11 0.214
H 0.62 -3.22 -0.44 0.245
H -1.41 -1.70 4.09 0.204
H -1.45 -0.25 6.02 0.191
H -0.85 2.18 5.76 0.193
H -0.23 3.02 3.56 0.192
H 2.28 2.58 -0.83 0.257
H 2.30 4.30 -0.41 0.220
H 0.93 3.60 -1.30 0.243
H 3.21 2.66 1.87 0.218
H 2.13 2.52 3.29 0.239
H 2.65 4.10 2.69 0.230
H -1.07 4.67 0.84 0.217
H 0.40 5.57 1.16 0.224
H -0.51 4.85 2.49 0.227
O -2.29 2.02 -5.81 -0.724
C -2.45 2.68 -4.56 -0.045
C -1.79 1.86 -3.44 -0.143
C -2.20 2.61 -2.17 -0.060
O -1.32 2.29 -1.07 -0.762
C -0.27 1.92 -3.68 -0.552
Se 0.92 0.58 -2.85 -0.417
C -2.36 0.42 -3.49 -0.537
Se -2.86 -0.49 -1.81 -0.450
H -2.82 2.48 -6.46 0.464
H -3.52 2.79 -4.33 0.158
H -1.99 3.67 -4.59 0.155
H -3.22 2.34 -1.90 0.202
H -2.13 3.69 -2.34 0.164
H -1.65 2.68 -0.25 0.516
H 0.08 2.92 -3.38 0.193
H -0.11 1.83 -4.75 0.223
H -1.65 -0.22 -4.01 0.232
H -3.28 0.43 -4.07 0.205
N 3.73 -0.50 2.67 -0.868
C 2.46 -0.44 1.94 -0.380
C 2.62 -0.91 0.51 0.827
O 3.85 -1.30 0.20 -0.656
O 1.72 -0.94 -0.30 -0.638
H 3.97 0.41 3.04 0.381
H 4.38 -1.11 1.01 0.508
H 3.67 -1.14 3.44 0.376
H 2.04 0.57 1.89 0.273
H 1.66 -1.04 2.38 0.263
```

***

No. 2
Density functional theory data (wB97M-V/def2-TZVPD) for a 3-piece molecular cluster, C7H17B3N4O5S overall at a distorted geometry.

Results
E, a.u.: -1345.16620
2S+1: 1
HOMO, eV: -9.439
SMILES: NB1OBOB(N=C=S)O1.CNC(C)=O.CNC(C)=O

```
37
Properties=species:S:1:pos:R:3:nbo_charge:R:1
N -1.77 -1.39 0.52 -1.141
B -1.37 0.04 0.33 1.247
O -0.74 0.89 1.30 -0.882
B 0.44 1.45 0.67 0.985
O 0.48 1.92 -0.71 -0.884
B -0.23 0.89 -1.46 1.242
N 0.36 0.09 -2.58 -0.716
C 1.13 -0.81 -2.05 0.258
S 2.08 -1.82 -1.12 0.069
O -1.59 0.63 -1.00 -0.899
H -1.46 -1.87 -0.35 0.383
H -2.80 -1.52 0.51 0.424
H 1.43 1.48 1.32 -0.096
C 5.73 1.50 -2.66 -0.412
N 5.65 0.19 -2.05 -0.618
C 6.44 -0.34 -1.08 0.673
C 7.57 0.51 -0.54 -0.720
O 6.24 -1.48 -0.67 -0.631
H 4.79 2.02 -2.48 0.200
H 5.87 1.37 -3.73 0.197
H 6.55 2.09 -2.25 0.211
H 4.92 -0.44 -2.35 0.403
H 8.11 -0.05 0.22 0.246
H 8.26 0.76 -1.35 0.225
H 7.16 1.42 -0.09 0.226
C -6.42 0.84 1.58 -0.412
N -5.31 -0.09 1.64 -0.614
C -5.32 -1.39 2.05 0.679
C -6.63 -1.97 2.50 -0.721
O -4.28 -2.04 2.04 -0.637
H -6.53 1.18 0.55 0.200
H -6.19 1.70 2.22 0.200
H -7.35 0.39 1.91 0.213
H -4.40 0.24 1.36 0.396
H -6.48 -3.01 2.79 0.249
H -7.01 -1.42 3.36 0.228
H -7.35 -1.95 1.68 0.227
```

***

No. 3
Density functional theory data (wB97M-V/def2-TZVPD) for a single C14H19N5O2S molecule at a distorted geometry.

Results
E, a.u.: -1367.30866
2S+1: 1
HOMO, eV: -8.378
SMILES: CCCn1nnnc1SCC(=O)NCc1ccc(OC)cc1

```
41
Properties=species:S:1:pos:R:3:nbo_charge:R:1
C -6.53 -0.60 1.39 -0.606
C -5.04 -0.68 1.11 -0.404
C -4.78 -1.17 -0.32 -0.222
N -3.38 -1.27 -0.59 -0.197
N -2.68 -2.41 -0.54 -0.058
N -1.47 -2.14 -0.78 -0.052
N -1.30 -0.84 -1.00 -0.378
C -2.49 -0.28 -0.87 0.165
S -2.92 1.38 -1.04 0.304
C -1.35 2.09 -1.62 -0.601
C -0.39 2.38 -0.46 0.657
O -0.24 3.50 -0.02 -0.628
N 0.24 1.29 -0.01 -0.629
C 1.21 1.31 1.06 -0.242
C 2.47 0.60 0.65 -0.065
C 3.68 1.28 0.54 -0.189
C 4.83 0.62 0.16 -0.265
C 4.80 -0.73 -0.14 0.289
O 5.87 -1.48 -0.53 -0.492
C 7.12 -0.85 -0.64 -0.252
C 3.58 -1.42 -0.04 -0.246
C 2.44 -0.76 0.35 -0.187
H -6.99 -1.57 1.29 0.206
H -7.01 0.09 0.70 0.205
H -6.70 -0.24 2.41 0.221
H -4.56 -1.36 1.81 0.212
H -4.58 0.31 1.23 0.210
H -5.23 -0.49 -1.04 0.215
H -5.20 -2.17 -0.46 0.233
H -0.92 1.40 -2.34 0.250
H -1.63 3.03 -2.09 0.260
H 0.03 0.38 -0.43 0.435
H 0.78 0.82 1.95 0.197
H 1.40 2.36 1.30 0.237
H 3.72 2.33 0.76 0.212
H 5.75 1.18 0.09 0.211
H 7.81 -1.63 -0.95 0.200
H 7.45 -0.44 0.32 0.175
H 7.11 -0.06 -1.39 0.175
H 3.57 -2.47 -0.27 0.225
H 1.51 -1.31 0.43 0.215
```